A structure of composition C9H18AlNO in a non-equilibrium geometry. Source: the OMol25 dataset; level of theory: ωB97M-V with the def2-TZVPD basis set.

## Properties
expectation value of S² = 1.127
net charge = +3
electronic energy = -19719.451 eV
highest occupied orbital energy (spin up / spin down) = -22.8 / -22.7 eV
LUMO energy (spin up / spin down) = -15.753 / -17.432 eV
2S+1 = 2

Geometry (Å):
Al  -32.9826  -12.8016  5.4026
C  -38.4369  -13.0563  7.2872
C  -37.2562  -14.0851  7.0930
C  -37.8104  -15.5648  7.2786
C  -38.4516  -16.1301  5.9574
C  -37.4706  -16.0016  4.7604
C  -37.1284  -14.5070  4.4826
N  -36.5582  -13.9460  5.7441
O  -35.9677  -12.6067  5.6268
C  -38.3806  -13.6848  3.9862
C  -36.1368  -14.6063  3.3204
C  -36.1745  -13.9907  8.2222
H  -38.8942  -12.6592  6.3809
H  -38.1333  -12.2028  7.8934
H  -39.3090  -13.6075  7.6388
H  -38.6571  -15.5188  7.9635
H  -37.1440  -16.3389  7.6592
H  -39.4538  -15.7116  5.8644
H  -38.6988  -17.1828  6.0941
H  -37.7934  -16.5924  3.9032
H  -36.6281  -16.5776  5.1431
H  -38.7046  -14.0101  2.9976
H  -38.1107  -12.6293  3.9517
H  -39.1517  -13.8066  4.7469
H  -35.3547  -15.3532  3.4563
H  -35.4851  -13.7332  3.2856
H  -36.6748  -14.8257  2.3981
H  -36.5417  -13.8750  9.2420
H  -35.5832  -13.1129  7.9614
H  -35.7089  -14.9727  8.1377